[1]
Entry from the Open Molecules 2025 dataset: a gas-phase ion, C48H54N3O (charge +1) at a distorted geometry (the ωB97M-V functional and the def2-TZVPD basis).

Each line ends with the Löwdin charge.
Atoms and positions in Å:
1 C 3.11 -3.22 2.52  -0.063
2 C 2.33 -2.20 1.70  -0.365
3 C 2.08 -2.81 0.31  -0.056
4 C 3.08 -0.87 1.61  -0.110
5 C 4.31 -0.91 0.95  -0.026
6 C 4.90 0.26 0.49  -0.030
7 C 4.24 1.47 0.66  -0.018
8 C 3.05 1.55 1.36  -0.118
9 C 2.27 2.86 1.37  -0.383
10 C 2.60 3.78 0.19  -0.065
11 C 2.43 3.59 2.69  -0.044
12 C 2.54 0.38 1.98  -0.073
13 N 1.21 0.45 2.54  0.037
14 N 0.23 0.70 1.64  0.217
15 N -0.91 0.36 2.25  0.025
16 C -2.15 0.35 1.52  -0.082
17 C -2.80 -0.88 1.26  -0.127
18 C -2.11 -2.23 1.46  -0.374
19 C -1.77 -2.86 0.10  -0.050
20 C -2.93 -3.19 2.31  -0.056
21 C -4.08 -0.86 0.69  -0.016
22 C -4.64 0.34 0.26  -0.032
23 C -3.91 1.52 0.38  -0.016
24 C -2.64 1.54 0.96  -0.116
25 C -1.89 2.87 1.04  -0.382
26 C -2.43 3.71 2.19  -0.048
27 C -1.93 3.65 -0.27  -0.057
28 C -0.69 0.02 3.57  -0.149
29 C -1.89 -0.23 4.36  0.037
30 C 0.66 0.14 3.81  -0.043
31 C 1.45 0.34 5.09  -0.003
32 H 3.49 -2.78 3.44  0.034
33 H 2.47 -4.08 2.77  0.098
34 H 4.00 -3.58 1.97  0.090
35 H 1.36 -2.01 2.18  0.114
36 H 1.59 -2.10 -0.36  0.086
37 H 3.03 -3.12 -0.14  0.085
38 H 1.45 -3.70 0.40  0.081
39 H 4.76 -1.88 0.75  0.120
40 H 5.85 0.21 -0.04  0.118
41 H 4.67 2.37 0.22  0.114
42 H 1.22 2.56 1.25  0.091
43 H 2.48 3.26 -0.77  0.092
44 H 1.91 4.64 0.19  0.083
45 H 3.62 4.18 0.26  0.081
46 H 2.11 2.95 3.53  0.065
47 H 3.48 3.86 2.84  0.097
48 H 1.82 4.50 2.70  0.087
49 H -1.16 -2.03 1.98  0.113
50 H -1.21 -2.15 -0.53  0.086
51 H -1.15 -3.76 0.23  0.079
52 H -2.69 -3.14 -0.44  0.089
53 H -3.13 -2.77 3.30  0.063
54 H -3.89 -3.42 1.83  0.083
55 H -2.38 -4.13 2.44  0.090
56 H -4.61 -1.80 0.56  0.120
57 H -5.63 0.35 -0.19  0.118
58 H -4.33 2.46 0.01  0.118
59 H -0.84 2.61 1.24  0.091
60 H -2.38 3.16 3.13  0.076
61 H -1.85 4.64 2.29  0.086
62 H -3.48 3.98 2.00  0.092
63 H -1.53 3.04 -1.10  0.092
64 H -2.94 3.96 -0.53  0.077
65 H -1.31 4.55 -0.19  0.083
66 H -1.63 -0.45 5.38  0.058
67 H -2.59 0.62 4.38  0.120
68 H -2.44 -1.11 3.96  0.080
69 H 1.12 1.35 5.41  0.142
70 H 2.50 0.48 4.77  0.140
71 C 7.17 -3.11 8.39  -0.056
72 O 6.39 -3.21 7.18  -0.089
73 C 5.22 -2.53 7.08  -0.264
74 C 4.49 -2.71 5.89  0.021
75 C 3.25 -2.12 5.75  -0.053
76 C 2.74 -1.22 6.69  -0.146
77 C 1.40 -0.52 6.38  -0.225
78 C 1.01 0.43 7.55  -0.137
79 C -0.27 0.15 8.04  -0.108
80 C -0.87 0.98 8.99  -0.004
81 C -0.09 1.98 9.57  -0.065
82 C 1.23 2.20 9.14  -0.059
83 C 1.78 1.43 8.11  -0.044
84 C -0.77 -1.06 7.37  -0.135
85 C 0.20 -1.52 6.45  -0.100
86 C 0.02 -2.76 5.87  -0.009
87 C -1.24 -3.38 5.97  -0.071
88 C -2.27 -2.83 6.74  -0.074
89 C -2.02 -1.68 7.49  -0.018
90 C 3.45 -1.09 7.89  -0.015
91 C 4.69 -1.69 8.09  0.005
92 H 8.02 -3.78 8.20  0.093
93 H 7.53 -2.08 8.55  0.097
94 H 6.61 -3.46 9.28  0.098
95 H 4.93 -3.34 5.12  0.120
96 H 2.61 -2.34 4.90  0.074
97 H -1.90 0.81 9.28  0.113
98 H -0.50 2.61 10.36  0.108
99 H 1.85 2.96 9.61  0.108
100 H 2.81 1.58 7.76  0.128
101 H 0.85 -3.27 5.39  0.106
102 H -1.41 -4.32 5.44  0.106
103 H -3.25 -3.31 6.75  0.112
104 H -2.79 -1.24 8.12  0.118
105 H 3.05 -0.49 8.71  0.109
106 H 5.23 -1.54 9.02  0.110

**Lowest unoccupied orbital energy**: -2.95 eV
**E_HOMO**: -10.4 eV
**Charge**: +1

[2]
Entry from the Open Molecules 2025 dataset: C6H14N2O4Si in the gas phase at a distorted geometry (the ωB97M-V functional and the def2-TZVPD basis).

Each line ends with the natural charge from an NBO analysis.
Atoms and positions in Å:
1 C 1.69 -0.21 1.71  -1.090
2 Si 1.45 -0.18 -0.15  1.571
3 C 2.21 -1.83 -0.73  -1.084
4 C 2.09 1.49 -0.77  -1.107
5 C -0.39 -0.30 -0.77  -0.818
6 C -1.44 0.37 0.35  -0.127
7 C -2.90 0.32 -0.02  -0.320
8 N -3.32 -1.17 -0.08  0.544
9 O -4.11 -1.45 0.76  -0.346
10 O -2.79 -1.91 -0.89  -0.391
11 N -1.00 1.74 0.30  0.513
12 O -0.49 2.28 1.30  -0.384
13 O -1.20 2.29 -0.74  -0.369
14 H 1.32 0.59 2.17  0.237
15 H 1.30 -1.03 2.22  0.231
16 H 2.77 -0.28 1.79  0.238
17 H 1.57 -2.16 -1.51  0.232
18 H 3.32 -1.94 -0.93  0.248
19 H 1.95 -2.49 0.05  0.231
20 H 2.81 1.86 -0.05  0.237
21 H 2.57 1.57 -1.69  0.241
22 H 1.39 2.29 -0.83  0.249
23 H -0.54 0.18 -1.73  0.246
24 H -0.63 -1.30 -0.85  0.242
25 H -1.14 -0.12 1.36  0.253
26 H -3.51 0.77 0.84  0.259
27 H -2.97 0.60 -1.09  0.263

**Lowest unoccupied orbital energy**: -0.26 eV
**E_HOMO**: -10.7 eV
**SMILES**: C[Si](C)(C)C[C@H](C[N+](=O)[O-])[N+](=O)[O-]
**ΔE to the lowest compared entry with this formula, charge and spin**: 6.9248 eV